(1)
73
Properties=species:S:1:pos:R:3 method="wB97M-V/def2-TZVPD" total_charge=+1 homo_energy_ev="-9.6 / -9.4" s_squared=0.80 e_above_lowest_kcal_mol=28.2 spin_multiplicity=2
Re -0.82175 0.37576 0.96401
Br 5.18062 -2.95913 -0.03537
S -3.22557 0.61511 0.27611
S -1.35613 -1.98954 1.57289
N 0.12291 -3.72811 0.07636
N 0.78109 1.45286 1.87890
N -0.29903 0.98971 -0.59565
N -3.15935 1.38101 -2.35513
N -1.40744 0.61038 2.99534
N -1.44054 -2.74949 -1.08965
N -2.82250 -0.75302 -2.06501
N 2.80292 2.82466 3.24418
N -2.12900 0.77640 5.01405
N 1.94631 -1.25860 1.81599
N -0.94737 1.41024 5.04046
C -0.50276 3.89865 -0.64784
C 0.22260 -4.20881 -1.21201
C -2.40789 0.28680 3.80438
C 2.86490 -1.64064 0.93582
C 0.52809 3.69840 -2.91647
C -3.47477 2.77825 -2.11060
C 2.90034 2.50984 1.94867
C 1.10284 2.97142 -3.94842
C 0.72915 0.91541 -2.75024
C -0.53721 1.29787 3.79949
C 3.15814 -2.40606 3.52556
C -3.07208 0.39921 -1.43356
C 1.91501 1.83398 1.26331
C -0.89117 -2.83682 0.13148
C -0.74660 -3.59795 -1.92458
C 4.11200 -2.81650 2.60617
C 0.04991 3.07107 -1.77454
C 1.21022 1.59078 -3.85994
C 3.95321 -2.42441 1.28930
C 2.09367 -1.63641 3.08334
C 1.69217 2.45173 3.85278
C 0.82542 -0.58354 -2.67134
C 0.68064 1.76792 3.18816
C 0.87586 -4.25914 1.20055
C 0.14790 1.66578 -1.70333
C -2.75058 -0.48820 -3.41500
C -2.95535 0.83294 -3.60403
B -2.88188 -2.19720 -1.44468
H -2.72173 3.40740 -2.58187
H 4.95108 -3.43143 2.90142
H 1.57877 2.69103 4.90320
H 3.80816 2.80468 1.43813
H -4.45634 3.01280 -2.51917
H -1.01620 -3.70939 -2.95916
H 0.73429 -3.60581 2.05497
H -3.48048 2.94618 -1.03770
H 0.94978 -4.95193 -1.48607
H 0.51371 -5.25637 1.44774
H 0.45592 4.77660 -2.99174
H 1.48069 3.48627 -4.82207
H 1.72909 -0.93564 -3.16851
H 0.81711 -0.93755 -1.64177
H -0.02882 -1.04142 -3.17412
H -3.29547 -0.26172 3.53677
H -1.06030 4.74991 -1.03850
H 1.31808 -1.31700 3.77246
H 2.72896 -1.32076 -0.09228
H 1.93095 -4.31132 0.93975
H -1.15140 3.32065 0.00776
H 3.24003 -2.68314 4.56746
H 0.31482 4.29821 -0.04169
H -3.31992 -2.92020 -2.30288
H -3.52707 -2.16925 -0.44062
H -2.58354 -1.27053 -4.13341
H 1.67719 1.02962 -4.65983
H 2.01505 1.59011 0.21625
H -2.98914 1.42715 -4.49955
H -2.68019 0.71022 5.85515



(2)
83
Properties=species:S:1:pos:R:3 method="wB97M-V/def2-TZVPD" total_charge=+2 homo_energy_ev="-14.1 / -14.1" s_squared=0.76 e_above_lowest_kcal_mol=26.0 spin_multiplicity=2
Ir -0.64450 -0.68384 0.29386
S -2.46754 0.55821 -0.06176
S -0.15447 -2.96168 -1.15670
S 2.30821 -3.23445 -2.29613
S 0.05721 0.32755 -2.69286
S -1.46482 -1.59735 2.22226
F 3.32982 -3.48294 0.13389
F -0.64712 -4.82759 -2.93540
F -0.37179 -5.55426 -0.91082
F 2.60496 -1.48927 -0.26746
F 4.44406 -2.17626 -1.17476
F -2.21102 -4.56239 -1.46485
O 0.38131 0.34893 -1.16486
O 4.13888 2.06432 4.70890
O -1.34185 -2.02072 -1.14925
O 2.97924 -2.72253 -3.43447
O 0.32747 -3.05424 0.21791
O 2.15526 -4.62906 -2.04874
N -3.62819 0.92370 2.37450
N 0.41241 0.46253 1.56560
N -2.25144 2.53531 1.82267
N -4.16142 -1.63937 1.76466
N 0.86423 -2.47893 -2.18896
N -3.21806 -3.59679 1.50968
N 2.29878 0.76738 3.09123
C 2.80330 1.95940 5.14880
C 4.22316 2.23582 3.31109
C -1.34973 3.36655 1.03162
C 1.63639 0.31826 -3.49314
C 3.96283 0.80529 -3.57453
C -0.48630 1.99090 -2.98646
C 3.99553 0.34682 -4.88671
C -2.76185 2.84605 3.05097
C -0.89983 -4.61611 -1.66700
C -5.12427 -2.53041 1.35777
C 0.19246 3.08106 -2.45616
C -0.26425 4.35270 -2.75205
C -2.79668 1.36700 1.43348
C 1.31125 0.60692 2.28979
C -4.54622 -3.74879 1.20940
C -2.27154 -4.70011 1.67049
C -1.59667 2.14293 -3.80344
C 1.65112 -0.15787 -4.79429
C -3.00789 -2.30722 1.82894
C 3.67678 1.01201 2.59608
C 3.23549 -2.55572 -0.80341
C -3.61357 1.83790 3.39007
C -1.37570 4.52351 -3.57416
C 2.77361 0.80303 -2.86506
C 2.84577 -0.13000 -5.49688
C 2.14424 0.71991 4.56522
C -2.03802 3.42602 -4.10125
B -4.65514 -0.28383 2.41216
H 0.25646 5.21850 -2.36459
H -6.14876 -2.22627 1.23918
H 2.73105 1.15298 -1.84273
H 2.88046 -0.50318 -6.51082
H 2.23624 2.85691 4.86872
H -2.11101 1.27778 -4.20398
H 2.82605 1.88615 6.23433
H -2.89729 3.56427 -4.74290
H 3.67000 3.13279 3.00261
H -2.54624 -5.49439 0.98408
H 4.26901 0.12889 2.84037
H -0.82994 4.04303 1.70451
H 4.86884 1.16662 -3.10692
H 2.64047 -0.18406 4.92064
H -5.63280 0.05189 1.80901
H -1.91451 3.94097 0.29985
H -2.50192 3.75501 3.56477
H 5.27412 2.37219 3.06421
H -0.62958 2.73284 0.52025
H 0.75323 -0.55900 -5.24945
H 3.64615 1.13931 1.51510
H -4.22005 1.70476 4.26832
H -4.96264 -4.70229 0.93613
H 1.07449 2.93256 -1.84579
H 4.92935 0.35223 -5.43219
H -2.32131 -5.07151 2.69254
H 1.08392 0.66960 4.80727
H -4.84521 -0.49316 3.57640
H -1.26408 -4.35553 1.46253
H -1.71839 5.52182 -3.81093



(3)
75
Properties=species:S:1:pos:R:3 method="wB97M-V/def2-TZVPD" total_charge=0 homo_energy_ev=-8.0 smiles=CCCCc1ccc2c(c1)Sc1c(CCOCC(F)(F)C(F)(F)C(F)(F)C(F)F)cc(P(O)O)c(CCC)c1N2.ClC(Cl)(Cl)Cl
Cl 2.89356 3.83102 2.15167
Cl 5.54588 4.21004 3.20557
Cl 4.72270 5.73539 0.91261
Cl 3.57187 6.29547 3.49242
S -0.79229 -0.78856 -1.35245
P 1.70817 1.35827 4.11352
F 6.65259 4.95262 -3.93002
F 3.22743 3.07196 -3.38462
F 2.56548 3.85394 -5.27162
F 5.43769 4.28202 -2.25452
F 4.63799 5.02298 -5.55472
F 1.56297 6.00225 -4.32933
F 4.26969 6.27525 -3.84161
F 2.17481 5.62042 -2.28440
O 2.82733 0.24014 4.61913
O 0.46688 1.34819 5.20450
O -0.01373 4.17710 -2.01720
N -0.27026 -2.44812 0.98257
C -0.02582 2.05883 -0.91995
C 2.99876 4.22115 -4.04847
C 0.76043 -1.65162 3.56730
C -5.76714 -6.61577 0.33180
C -2.45575 -3.53715 1.03056
C -4.11583 -3.05038 -0.69068
C 0.97874 0.67200 2.56275
C 1.71550 -2.86731 3.33002
C 1.83395 5.01879 -3.42580
C 4.34770 5.00774 -4.23889
C 0.09290 -1.09482 1.18643
C -3.22241 -2.12877 -1.24895
C -5.55316 -5.80012 -0.97266
C -1.97218 -1.93422 -0.68605
C -3.71047 -3.72433 0.45623
C -6.28112 -4.44199 -0.92532
C 5.53244 4.27334 -3.59053
C 0.66107 3.39645 -1.03032
C 0.61168 -0.68330 2.41965
C 2.65686 -2.74973 2.11943
C -5.45039 -3.23242 -1.37390
C 0.57019 4.14826 -3.28883
C -0.08369 -0.16872 0.16411
C 0.26620 1.18314 0.28554
C -1.56820 -2.64156 0.44257
C 4.18238 5.02311 2.42790
C 0.82386 1.58122 1.49253
H -5.93382 -6.40947 -1.78604
H 2.32411 -3.02377 4.21583
H 3.53318 -3.36301 2.32882
H -4.81083 -6.94549 0.73842
H -6.22667 -6.01784 1.11420
H -4.48279 -5.66997 -1.08645
H 1.17121 2.61339 1.67545
H -7.11334 -4.50975 -1.62746
H -4.37832 -4.42290 0.93916
H -0.24230 -2.05409 3.75322
H 0.68057 3.96868 -0.10747
H -0.15741 4.55946 -3.98177
H -1.10916 2.18902 -0.90931
H 2.20470 -3.18731 1.23698
H -6.03800 -2.34333 -1.13115
H 3.01243 -1.73922 1.94493
H 5.64712 3.27014 -3.99233
H -0.20631 0.69452 4.96501
H -6.74584 -4.23893 0.03642
H -0.22874 -2.97857 1.83900
H 0.23882 1.44741 -1.77873
H -6.35092 -7.51623 0.16468
H 2.58696 -0.13093 5.47748
H 0.75002 3.11439 -3.58993
H -3.52193 -1.57105 -2.12604
H 1.06036 -1.17829 4.48829
H -5.34234 -3.23573 -2.45712
H 1.10901 -3.76526 3.20713
H -2.15190 -4.08919 1.91012
H 1.70684 3.23106 -1.29932



(4)
68
Properties=species:S:1:pos:R:3 method="wB97M-V/def2-TZVPD" total_charge=+3 homo_energy_ev="-16.5 / -16.5" e_above_lowest_kcal_mol=0.1
W 0.12153 -0.34614 -0.17765
Cl 4.03365 2.57915 5.41246
S -2.16816 -2.29037 1.49478
S -0.35234 -0.02507 -2.47188
S 0.81114 1.93628 -0.54624
O 0.20874 0.22112 1.68778
O -1.02812 -1.89865 0.49191
N -1.84648 0.66904 0.05408
N -1.98407 1.72644 0.89737
N 2.22861 -0.49835 0.15594
N 0.83318 -2.12401 -1.24347
C 4.25764 -0.99337 -1.24065
C -3.25160 2.16088 0.96793
C 2.94220 -1.16336 -0.89331
C 2.46198 0.64382 2.29663
C -0.51782 1.61563 -2.82427
C 0.63515 1.53184 3.61036
C 1.08483 0.81040 2.50999
C -2.06101 -1.24619 2.93164
C -3.98754 1.32753 0.14595
C -3.09104 0.42056 -0.41702
C 2.93367 1.89972 4.29528
C 0.05885 -3.04346 -1.81565
C 0.03781 3.99493 -2.18935
C 2.15815 -2.09492 -1.57704
C -1.54166 -3.81296 2.17041
C 0.02268 2.52271 -1.92876
C 1.55390 2.07230 4.48903
C 2.93400 -0.07361 1.17488
C 4.08551 -2.77935 -2.86504
C 4.82458 -1.81132 -2.24057
C 1.86305 -3.89939 -3.13241
C 0.54501 -3.95905 -2.74865
C -3.65411 3.31927 1.81035
C -3.44198 -0.65665 -1.38727
C 2.71584 -2.94171 -2.54520
C -1.10904 2.02071 -4.14094
C 3.38595 1.18241 3.21351
H 3.99969 -0.28469 1.15080
H -1.16870 2.13484 1.32616
H 0.83755 4.23197 -2.89738
H -0.13282 -4.68358 -3.17635
H -2.92346 4.12607 1.75398
H -2.04428 2.56306 -3.98104
H -1.32312 1.15681 -4.76608
H -0.98819 -3.03117 -1.54978
H -0.56635 -3.64346 2.62295
H -0.90003 4.31641 -2.64189
H -4.61564 3.70250 1.47826
H 5.86359 -1.66909 -2.50310
H 1.21544 2.63145 5.35180
H -4.50704 -0.60632 -1.60124
H 4.53512 -3.42015 -3.61235
H -2.26603 -4.15336 2.91226
H -2.90868 -0.53806 -2.32972
H -5.04637 1.37989 -0.04405
H 4.87633 -0.23887 -0.77175
H -2.32811 -0.23386 2.63678
H -1.48795 -4.53865 1.36154
H 4.44882 1.04241 3.06103
H -0.42681 1.64590 3.78763
H 2.25152 -4.58051 -3.87991
H -3.75789 3.02285 2.85530
H -0.43329 2.68430 -4.68173
H -3.23006 -1.65378 -1.00279
H 0.21491 4.56773 -1.28232
H -1.07235 -1.29303 3.38142
H -2.81852 -1.63441 3.61661